ORCA calculation (ωB97M-V/def2-TZVPD) on a molecular structure, C5H2MnO6 at a distorted geometry.

Element x y z (Å)
O (-0.07770, 3.36101, -1.31077)
C (-0.07732, 2.26087, -1.00019)
Mn (-0.09040, -0.25652, -0.37820)
O (-0.07283, -1.35781, -3.07202)
C (-0.07533, -0.83963, -2.04542)
C (-0.08445, -1.88053, 0.47883)
O (-0.07428, -2.95530, 0.98114)
C (-1.88015, -0.15869, -0.14159)
O (-3.04194, -0.25337, -0.01491)
C (1.70421, -0.17059, -0.18197)
O (2.84979, -0.24809, -0.01495)
O (-0.08361, 0.77721, 2.23611)
H (0.60098, 0.16739, 2.50996)
H (0.40302, 1.55407, 1.95398)

The value obtained for the total energy is -1792.602057 Ha. Its net charge is +3. The calculation puts the LUMO energy (alpha / beta) at -17.898 / -19.276 eV. The HOMO-LUMO gap (alpha / beta) is 0.278 / 0.232 Ha. The expectation value of S² is 6.06. The spin multiplicity is 5. The energy above the lowest of the compared OMol25 structures with the same formula, charge and spin is 0.0 kcal/mol.